The following is a quantum chemistry calculation of the molecule C21H22N2O4, from the Open Molecules 2025 dataset.

XYZ file:
```
49
Properties=species:S:1:pos:R:3
O 1.45416 -1.41262 1.07347
C 0.34593 -1.62785 1.52311
N -0.78715 -1.32132 0.83905
C -0.77375 -0.96240 -0.56550
C -2.00869 -0.12127 -0.93598
C -1.87132 0.36794 -2.35402
C -1.47023 1.66950 -2.62199
C -1.26791 2.09196 -3.92373
C -1.46920 1.21465 -4.97435
C -1.88288 -0.08134 -4.71807
C -2.08118 -0.50216 -3.41579
C 0.49926 -0.23706 -0.99965
O 1.11609 -0.67770 -1.96889
N 0.83655 0.92869 -0.44002
C 0.30092 1.57731 0.73889
C 1.55356 2.03427 1.47873
C 2.44478 2.50577 0.33316
C 2.11230 1.55116 -0.81411
C 1.97532 2.28165 -2.17117
O 1.98930 3.47920 -2.26015
O 1.84900 1.48526 -3.21317
C 0.12442 -2.16341 2.89688
C -0.94152 -2.99846 3.21773
C -1.08049 -3.47974 4.50738
C -0.16415 -3.12978 5.48534
C 0.90684 -2.31011 5.16867
C 1.05479 -1.83612 3.87907
H -1.68232 -1.58097 1.22434
H -0.77929 -1.87749 -1.17834
H -2.90036 -0.74596 -0.83455
H -2.09978 0.72445 -0.25341
H -1.31062 2.36269 -1.80838
H -0.93924 3.10217 -4.11254
H -1.30251 1.53947 -5.99002
H -2.04509 -0.76976 -5.53423
H -2.39882 -1.51679 -3.22108
H -0.29212 2.44838 0.43294
H -0.31776 0.90490 1.32780
H 2.00658 1.17878 1.98069
H 1.34915 2.81435 2.20854
H 2.18316 3.52113 0.02828
H 3.50210 2.48073 0.58467
H 2.85751 0.75357 -0.92829
H 1.71719 0.53589 -2.92780
H -1.64813 -3.30764 2.45989
H -1.90484 -4.13429 4.74885
H -0.27986 -3.50532 6.49100
H 1.62904 -2.04559 5.92628
H 1.89124 -1.20874 3.61049
```

Summary:
**Net charge**: 0
**LUMO**: 0.36 eV
**HOMO level**: -9.172 eV
**2S+1**: 1
**Strongest force on any atom**: 0.636 eV/A
**Calculated total energy**: -1223.9819 Ha
**Relative energy (zero: lowest compared OMol25 entry of this formula, charge and spin)**: 4.1 kcal per mole
**Kohn-Sham gap**: 9.5 eV
**SMILES**: O=C(N[C@@H](Cc1ccccc1)C(=O)N1CCC[C@@H]1C(=O)O)c1ccccc1

The following is a quantum chemistry calculation of the molecule C21H22N2O6S, from the Open Molecules 2025 dataset.

XYZ file:
```
52
Properties=species:S:1:pos:R:3
C 3.21068 -1.82386 -5.62987
O 3.77981 -1.66974 -4.35195
C 3.14167 -2.21959 -3.28554
C 3.79162 -2.03406 -2.04875
C 3.27976 -2.53430 -0.87883
C 2.08052 -3.24418 -0.93543
C 1.24761 -3.91179 0.02397
C 1.50674 -4.01195 1.48788
C 1.47478 -2.64683 2.17028
O 2.32999 -2.27379 2.93610
N 0.36630 -1.92720 1.82384
C -0.04487 -0.67880 2.28214
C 0.67272 0.06214 3.22073
C 0.19444 1.28605 3.65670
C -0.99984 1.79398 3.17142
C -1.69703 1.05698 2.23391
S -3.24657 1.69527 1.60949
O -4.14659 1.92337 2.69972
O -3.69190 0.86311 0.52454
N -2.75100 3.20658 1.04972
C -3.82974 4.16976 0.92296
C -3.21505 5.52908 0.59005
O -2.45496 5.46226 -0.59524
C -1.42401 4.51159 -0.48752
C -1.97802 3.11971 -0.17139
C -1.24129 -0.16134 1.78220
C 0.20007 -4.40359 -0.68624
O 0.29207 -4.11978 -2.01117
C 1.43593 -3.41596 -2.17176
C 1.94483 -2.91512 -3.36200
H 3.12936 -2.87952 -5.90757
H 3.88957 -1.32190 -6.31716
H 2.22343 -1.35476 -5.68888
H 4.71705 -1.48092 -2.05823
H 3.78645 -2.38414 0.06151
H 2.49187 -4.44531 1.67084
H 0.75452 -4.64887 1.95924
H -0.25136 -2.35574 1.14553
H 1.59828 -0.33218 3.60646
H 0.76038 1.84335 4.38717
H -1.40141 2.73681 3.50299
H -4.36283 4.19153 1.87281
H -4.52370 3.87346 0.12314
H -3.99327 6.27217 0.41176
H -2.57666 5.85342 1.42504
H -0.90610 4.51175 -1.44773
H -0.72460 4.80581 0.30977
H -1.16513 2.40948 -0.00952
H -2.60485 2.76421 -1.00149
H -1.82948 -0.69342 1.04966
H -0.65464 -4.97616 -0.38049
H 1.41446 -3.07707 -4.28479
```

Summary:
**Net charge**: 0
**LUMO**: 0.47 eV
**HOMO level**: -8.306 eV
**2S+1**: 1
**Strongest force on any atom**: 1.172 eV/A
**Calculated total energy**: -1772.5608 Ha
**Relative energy (zero: lowest compared OMol25 entry of this formula, charge and spin)**: 30.3 kcal per mole
**Kohn-Sham gap**: 8.8 eV
**SMILES**: COc1ccc2c(CC(=O)Nc3cccc(S(=O)(=O)N4CCOCC4)c3)coc2c1

The following is a quantum chemistry calculation of the molecule C21H22N4O5, from the Open Molecules 2025 dataset.

XYZ file:
```
52
Properties=species:S:1:pos:R:3
C -4.75175 -1.92951 -2.61469
O -4.39348 -0.99595 -1.62317
C -5.10416 -0.97816 -0.46613
C -6.24571 -1.72844 -0.20926
C -6.91780 -1.58774 0.99360
C -6.47076 -0.70399 1.95781
C -5.32421 0.03636 1.72530
C -4.64415 -0.10536 0.53094
N -3.46054 0.64353 0.28611
C -3.44257 2.02538 0.22530
O -4.39538 2.73449 0.38993
C -2.02162 2.44202 -0.08185
C -1.24640 1.14168 -0.32214
N -0.02146 1.13628 0.46773
C 1.01320 1.97654 -0.11084
C 1.76660 1.31006 -1.28151
N 2.32183 0.04808 -0.84298
C 3.62990 -0.08818 -0.47865
C 4.04027 -1.00138 0.51393
C 5.36519 -1.15937 0.83401
C 6.34084 -0.41372 0.17514
N 7.71093 -0.57234 0.51152
O 8.52712 0.12442 -0.06793
O 8.00021 -1.39621 1.36277
C 5.96231 0.48892 -0.81845
C 4.63850 0.64714 -1.13626
C 1.27190 -0.81357 -0.33993
C 0.54980 -0.14615 0.83943
C -2.25073 0.04220 0.02616
O -2.05835 -1.14482 0.04236
H -4.69480 -2.95382 -2.23566
H -5.75603 -1.73501 -3.00419
H -4.02449 -1.80125 -3.41466
H -6.62380 -2.41837 -0.94644
H -7.80546 -2.17617 1.17024
H -7.00496 -0.59319 2.88793
H -4.95202 0.72892 2.46392
H -2.01736 3.12752 -0.92870
H -1.61896 2.96847 0.78538
H -1.04601 1.00958 -1.40086
H 0.57328 2.91718 -0.44374
H 1.73411 2.19411 0.68345
H 2.54430 1.98686 -1.62590
H 1.08162 1.11986 -2.11541
H 3.31254 -1.57650 1.06188
H 5.66966 -1.84904 1.60628
H 6.72802 1.04781 -1.33411
H 4.38114 1.32865 -1.93098
H 1.66961 -1.78581 -0.06006
H 0.55127 -0.97412 -1.14923
H -0.22601 -0.80372 1.22367
H 1.26835 0.05167 1.64118
```

Summary:
**Net charge**: 0
**LUMO**: -0.10 eV
**HOMO level**: -7.988 eV
**2S+1**: 1
**Strongest force on any atom**: 1.500 eV/A
**Calculated total energy**: -1408.5863 Ha
**Relative energy (zero: lowest compared OMol25 entry of this formula, charge and spin)**: 115.5 kcal per mole
**Kohn-Sham gap**: 7.9 eV
**SMILES**: COc1ccccc1N1C(=O)C[C@@H](N2CCN(c3ccc([N+](=O)[O-])cc3)CC2)C1=O